a:
DFT (wB97M-V/def2-TZVPD) results for a cluster of 2 separate species, C6H14N2O2 in total.

Each line ends with the Löwdin charge.
Atoms and positions in Å:
C (-2.714, -1.163, 0.203)  -0.0772
N (-1.696, -1.256, -0.854)  -0.0187
C (-1.047, -0.071, -1.371)  -0.4821
C (-0.775, -0.030, -2.878)  -0.0175
O (-0.920, 0.941, -0.696)  0.0392
H (-2.173, -1.078, 1.219)  0.1087
H (-3.461, -0.495, -0.039)  0.0490
H (-3.110, -2.240, 0.145)  0.1077
H (-2.096, -1.766, -1.552)  0.0569
H (0.344, 0.028, -3.148)  0.1029
H (-1.100, -0.831, -3.603)  0.0878
H (-1.132, 0.922, -3.240)  0.0699
C (0.532, 1.642, 2.396)  -0.0689
N (1.150, 0.513, 1.633)  -0.0044
C (2.476, 0.567, 1.307)  -0.5692
C (2.804, -0.458, 0.186)  0.0020
O (3.277, 1.174, 1.941)  0.0806
H (0.756, 1.665, 3.432)  0.0511
H (0.786, 2.538, 1.878)  0.0672
H (-0.652, 1.522, 2.506)  0.1191
H (0.469, 0.101, 0.981)  0.0909
H (2.067, -0.355, -0.651)  0.0675
H (3.769, -0.370, -0.180)  0.0447
H (2.447, -1.500, 0.385)  0.0926

The value obtained for the frontier orbital gap is 0.36400 Eh. As for the structure (SMILES): CNC(C)=O.CNC(C)=O. The total charge is 0.

=====

b:
DFT (wB97M-V/def2-TZVPD) results for a cluster of 2 separate species, C6H14N2O2 in total.

Each line ends with the Löwdin charge.
Atoms and positions in Å:
C (0.505, 1.837, 0.599)  -0.0890
N (0.732, 0.674, -0.240)  -0.1845
C (1.754, 0.916, -1.248)  -0.0742
C (0.908, -0.563, 0.462)  -0.6837
N (1.994, -0.562, 1.384)  0.1446
O (1.033, -1.625, -0.370)  0.0032
O (-0.436, -0.731, 1.210)  -0.0783
H (0.130, 2.646, -0.029)  0.0843
H (-0.243, 1.605, 1.353)  0.0792
H (1.420, 2.186, 1.102)  0.0834
H (1.404, 1.721, -1.894)  0.0843
H (1.880, 0.026, -1.857)  0.0815
H (2.720, 1.185, -0.802)  0.0853
H (1.798, -0.021, 2.216)  0.0888
H (2.280, -1.504, 1.614)  0.0900
H (0.169, -1.659, -0.944)  0.0658
H (-0.441, -1.642, 1.532)  0.0923
C (-1.515, -1.686, -1.517)  0.0698
C (-2.059, -1.023, -0.641)  -0.1593
C (-2.943, -0.063, -0.002)  -0.0857
H (-1.585, -2.250, -2.417)  0.0541
H (-2.626, 0.956, -0.231)  0.0869
H (-2.912, -0.194, 1.074)  0.0709
H (-3.967, -0.228, -0.353)  0.0903

The value obtained for the frontier orbital gap is 0.34725 Eh. As for the structure (SMILES): CN(C)C(N)(O)O.C#CC. The total charge is 0.

=====

c:
DFT (wB97M-V/def2-TZVPD) results for a cluster of 2 separate species, C6H14N2O2 in total.

Each line ends with the Löwdin charge.
Atoms and positions in Å:
C (2.656, -0.252, 1.882)  -0.1040
N (1.681, -0.731, 0.947)  0.0009
C (2.127, -1.636, -0.041)  -0.5178
C (1.077, -1.858, -1.106)  0.0035
O (3.238, -2.071, 0.086)  0.0595
H (2.997, -1.154, 2.436)  0.0963
H (3.469, 0.179, 1.497)  0.0256
H (2.438, 0.580, 2.607)  0.1042
H (0.762, -0.339, 0.982)  0.0618
H (0.369, -0.949, -1.094)  0.0793
H (1.447, -2.023, -2.149)  0.0970
H (0.547, -2.745, -1.078)  0.0425
C (-0.710, 1.619, -1.846)  -0.1074
N (-1.959, 1.366, -1.124)  0.0053
C (-1.942, 0.799, 0.186)  -0.4966
C (-3.169, 0.633, 1.079)  -0.0014
O (-0.897, 0.663, 0.739)  0.0403
H (-0.351, 0.839, -2.438)  0.0401
H (-0.883, 2.556, -2.502)  0.1097
H (0.157, 1.903, -1.217)  0.0922
H (-2.615, 1.056, -1.832)  0.1228
H (-4.113, 0.494, 0.588)  0.0577
H (-3.195, -0.370, 1.595)  0.1016
H (-3.129, 1.442, 1.802)  0.0867

The value obtained for the frontier orbital gap is 0.34881 Eh. As for the structure (SMILES): CNC(C)=O.CNC(C)=O. The total charge is 0.

=====

Pick c: it beats the second-best structure by 0.0020 hartree.

=====

a:
DFT (wB97M-V/def2-TZVPD) results for the molecule C3H5FS.

Each line ends with the Löwdin charge.
Atoms and positions in Å:
C (-1.186, -0.146, -0.406)  -0.0552
C (0.088, 0.225, 0.486)  -0.4386
F (0.434, 1.478, -0.066)  -0.1624
C (1.380, -0.410, 0.161)  -0.6555
S (2.782, 0.276, -0.179)  0.7491
H (-2.039, 0.786, -0.030)  0.1513
H (-0.957, 0.198, -1.404)  0.0430
H (-1.732, -1.254, -0.229)  0.1298
H (-0.137, 0.474, 1.511)  0.1328
H (1.367, -1.628, 0.156)  0.1056

The value obtained for the frontier orbital gap is 0.30732 Eh. As for the structure (SMILES): C[C@H](F)C=S. The total charge is 0.

=====

b:
DFT (wB97M-V/def2-TZVPD) results for the molecule C3H5FS.

Each line ends with the Löwdin charge.
Atoms and positions in Å:
C (1.058, -0.463, 0.553)  -0.0025
C (-0.186, 0.634, -0.008)  -0.4526
F (-0.714, 1.255, 1.051)  -0.0088
C (-1.240, -0.077, -0.727)  -0.6125
S (-1.203, -0.273, -2.351)  0.6810
H (1.944, -0.395, -0.104)  0.0531
H (0.857, -1.598, 0.734)  0.0917
H (1.321, -0.020, 1.545)  0.0601
H (0.265, 1.410, -0.557)  0.1091
H (-2.103, -0.472, -0.136)  0.0815

The value obtained for the frontier orbital gap is 0.31217 Eh. As for the structure (SMILES): C[C@H](F)C=S. The total charge is 0.

=====

Pick b: it beats the second-best structure by 0.0433 hartree.

=====

a:
DFT (wB97M-V/def2-TZVPD) results for the molecule C3H4S2.

Each line ends with the Löwdin charge.
Atoms and positions in Å:
C (1.163, -0.027, 0.604)  -0.4829
C (0.607, -1.113, 0.165)  -0.6107
S (-0.733, -0.964, -0.921)  0.7944
C (-1.125, 0.740, -0.390)  -0.7604
S (0.255, 1.662, 0.533)  0.7548
H (2.145, -0.312, 1.112)  0.0908
H (1.226, -2.120, -0.106)  0.1302
H (-1.308, 1.413, -1.193)  -0.0175
H (-2.230, 0.720, 0.195)  0.1014

The value obtained for the frontier orbital gap is 0.31372 Eh. As for the structure (SMILES): C1=CSCS1. The total charge is 0.

=====

b:
DFT (wB97M-V/def2-TZVPD) results for a structure of composition C3H4S2.

Each line ends with the Löwdin charge.
Atoms and positions in Å:
C (0.026, -1.547, 0.183)  -0.6312
C (-0.783, 1.113, -0.362)  -0.5150
C (0.607, 1.184, -0.180)  -0.4491
H (0.442, -2.595, -0.002)  0.0459
H (0.214, -1.016, 1.342)  0.1047
H (-1.515, 1.857, 0.187)  0.0991
H (1.080, 1.995, 0.173)  0.0039
S (-1.447, -0.562, -0.642)  0.6858
S (1.376, -0.430, -0.699)  0.6559

The value obtained for the frontier orbital gap is 0.32533 Eh. The total charge is 0.

=====

c:
DFT (wB97M-V/def2-TZVPD) results for a cluster of 2 separate species, C3H4S2 in total.

Each line ends with the Löwdin charge.
Atoms and positions in Å:
C (-2.429, -0.142, 0.317)  -0.0775
C (-1.992, 0.973, 0.809)  -0.7256
S (-1.352, 2.273, 1.485)  0.7118
H (-2.846, -0.860, 1.052)  0.0940
H (-2.381, -0.401, -0.622)  0.0004
C (0.670, -1.935, 0.940)  -0.5468
S (2.171, -1.319, 0.544)  0.5558
H (-0.107, -2.186, 0.193)  0.0005
H (0.390, -2.197, 1.944)  -0.0125

The value obtained for the frontier orbital gap is 0.30456 Eh. As for the structure (SMILES): C=C=S.C=S. The total charge is 0.

=====

d:
DFT (wB97M-V/def2-TZVPD) results for a cluster of 2 separate species, C3H4S2 in total.

Each line ends with the Löwdin charge.
Atoms and positions in Å:
C (-0.633, -1.842, 1.153)  -0.0119
C (0.444, -1.340, 1.173)  -0.0746
C (0.735, 0.770, -0.759)  -0.9566
S (-0.805, 1.349, -0.141)  0.6403
S (1.137, 1.179, -2.351)  0.6851
H (-1.636, -2.160, 1.283)  0.0205
H (-0.805, 1.150, 1.163)  -0.1543
H (1.449, -1.061, 1.174)  0.0097
H (0.112, 1.953, -2.696)  -0.1581

The value obtained for the frontier orbital gap is 0.32133 Eh. The total charge is 0.

=====

Pick a: it beats the second-best structure by 0.0290 hartree.

=====

a:
DFT (wB97M-V/def2-TZVPD) results for the molecule C3H4S2.

Each line ends with the Löwdin charge.
Atoms and positions in Å:
C (1.360, -0.095, 0.901)  -0.3510
C (-1.163, 0.445, -0.838)  -0.4377
C (-0.288, -0.646, -0.256)  -0.9918
S (1.245, -1.401, -0.329)  0.7761
S (-1.919, -0.700, 0.385)  0.8166
H (1.857, 0.755, 0.623)  -0.0317
H (1.123, -0.192, 2.038)  0.0756
H (-0.786, 1.471, -0.639)  0.0843
H (-1.428, 0.364, -1.887)  0.0597

The value obtained for the frontier orbital gap is 0.31876 Eh. The total charge is 0.

=====

b:
DFT (wB97M-V/def2-TZVPD) results for a structure of composition C3H4S2.

Each line ends with the Löwdin charge.
Atoms and positions in Å:
C (1.822, -0.414, -0.138)  -0.0419
C (0.861, 0.458, 0.027)  -0.0999
C (-1.033, -0.039, -0.115)  -1.1515
S (-1.468, -1.639, -0.004)  0.5473
S (-2.140, 1.285, -0.067)  0.6634
H (2.819, -0.199, -0.061)  0.0228
H (1.570, -1.524, -0.331)  0.0853
H (0.869, 1.475, 0.229)  0.0278
H (-3.300, 0.597, 0.459)  -0.0533

The value obtained for the frontier orbital gap is 0.29945 Eh. The total charge is 0.

=====

Pick b: it beats the second-best structure by 0.0314 hartree.

=====

a:
DFT (wB97M-V/def2-TZVPD) results for the molecule C3H4S2.

Each line ends with the Löwdin charge.
Atoms and positions in Å:
C (0.320, -1.184, 0.017)  -0.1420
C (-0.503, -0.069, -0.530)  -0.8229
S (-1.265, 0.254, -1.887)  0.7641
C (-0.185, 1.361, 0.445)  -0.5686
S (1.006, 2.016, 1.520)  0.5600
H (-0.318, -2.089, 0.220)  0.1065
H (0.980, -0.960, 0.843)  0.0579
H (0.818, -1.515, -0.882)  0.0723
H (-0.852, 2.185, 0.254)  -0.0272

The value obtained for the frontier orbital gap is 0.26670 Eh. As for the structure (SMILES): CC(=S)C=S. The total charge is 0.

=====

b:
DFT (wB97M-V/def2-TZVPD) results for a cluster of 2 separate species, C3H4S2 in total.

Each line ends with the Löwdin charge.
Atoms and positions in Å:
C (-0.621, 1.168, -0.104)  -0.0608
C (0.086, 0.211, 0.431)  -0.0201
C (0.284, -1.457, -0.850)  -0.9418
S (-0.336, -3.090, -0.334)  0.4282
S (-0.976, -1.968, -2.012)  0.4435
H (-0.741, 2.093, 0.599)  0.1000
H (-1.069, 1.167, -0.977)  -0.0104
H (0.681, -0.174, 1.236)  0.0564
H (1.302, -1.256, -1.067)  0.0049

The value obtained for the frontier orbital gap is 0.30748 Eh. The total charge is 0.

=====

Pick a: it beats the second-best structure by 0.0488 hartree.

=====

a:
DFT (wB97M-V/def2-TZVPD) results for a cluster of 7 separate species, C5H26N2O7 in total.

Each line ends with the Löwdin charge.
Atoms and positions in Å:
N (-1.227, 0.735, -0.272)  0.0220
C (0.201, 0.985, -0.109)  -0.2450
C (1.224, 0.492, -1.160)  -0.2353
N (1.303, -0.938, -1.364)  -0.0570
C (1.095, -1.403, -2.758)  -0.2458
C (-0.097, -2.258, -3.059)  -0.1606
C (-1.337, -1.447, -3.623)  -0.2735
O (-1.282, -0.191, -3.041)  -0.1165
H (-1.677, 1.634, -0.105)  0.0419
H (-1.573, 0.072, 0.405)  0.0380
H (0.375, 2.076, -0.140)  0.1147
H (0.621, 0.819, 0.916)  0.0896
H (1.025, 0.945, -2.145)  0.1152
H (2.169, 0.917, -0.845)  0.0919
H (0.840, -1.606, -0.762)  0.1088
H (1.184, -0.659, -3.546)  0.1147
H (2.018, -1.944, -3.030)  0.1062
H (-0.001, -3.188, -3.593)  0.0962
H (-0.572, -2.609, -2.112)  0.1098
H (-2.344, -1.819, -3.563)  0.0966
H (-1.269, -1.422, -4.747)  0.1187
H (-1.554, 0.019, -2.118)  0.0599
O (-1.835, -1.236, 2.189)  -0.0682
H (-2.693, -0.938, 1.882)  0.0352
H (-1.557, -0.780, 3.006)  -0.0021
O (-1.799, 0.187, 4.612)  -0.0659
H (-0.975, 0.536, 4.223)  -0.0012
H (-2.464, 0.804, 4.287)  0.0549
O (2.364, 0.243, 3.808)  -0.0378
H (2.280, -0.568, 4.304)  0.0581
H (2.834, 0.079, 2.977)  0.0255
O (3.430, -0.755, 1.091)  -0.0552
H (2.477, -0.836, 0.964)  0.0169
H (3.700, -0.663, 0.170)  0.0427
O (0.173, 1.791, 3.444)  -0.0615
H (0.009, 1.243, 2.675)  -0.0018
H (1.077, 1.590, 3.757)  0.0307
O (-1.840, 3.591, -0.737)  -0.0508
H (-2.724, 3.422, -0.384)  0.0544
H (-1.580, 3.083, -1.500)  0.0354

The value obtained for the frontier orbital gap is 0.32571 Eh. As for the structure (SMILES): NCCNCCCO.O.O.O.O.O.O. The total charge is 0.

=====

b:
DFT (wB97M-V/def2-TZVPD) results for a cluster of 8 separate species, C5H26N2O7 in total.

Each line ends with the Löwdin charge.
Atoms and positions in Å:
N (1.698, 0.977, 2.392)  0.0462
C (1.790, 1.031, 0.942)  -0.2131
C (2.144, 2.156, 0.345)  -0.1291
C (2.054, 2.318, -1.177)  -0.2529
C (0.752, 1.787, -1.748)  -0.1881
C (0.604, 0.114, -1.903)  -0.2255
N (-0.386, -0.403, -0.977)  0.0036
H (2.478, 1.236, 2.835)  0.0196
H (1.529, 0.062, 2.803)  0.0721
H (1.313, 0.060, 0.517)  0.0918
H (2.468, 3.129, 0.897)  0.1329
H (2.921, 1.909, -1.808)  0.1311
H (1.939, 3.466, -1.229)  0.1183
H (-0.231, 2.122, -1.282)  0.0898
H (0.781, 2.161, -2.876)  0.1246
H (1.662, -0.280, -1.586)  0.1150
H (0.392, -0.223, -2.930)  0.0809
H (-0.229, -0.344, -0.042)  -0.0166
H (-1.263, -0.061, -1.333)  0.0522
O (-0.802, -2.062, -3.825)  0.1227
H (-1.411, -2.750, -3.779)  0.0380
H (-0.058, -2.275, -3.799)  -0.1554
O (0.983, -2.625, 1.596)  -0.0351
H (1.209, -3.465, 1.825)  -0.0109
H (0.011, -2.509, 1.576)  0.0064
O (-2.528, 1.802, 0.350)  -0.0447
H (-2.234, 1.208, 1.042)  0.0008
H (-1.746, 2.108, -0.128)  0.0101
O (-1.350, 0.193, 3.123)  -0.0250
H (-1.703, 0.742, 3.793)  0.0553
H (-0.466, 0.579, 2.965)  0.0418
O (2.839, -1.186, 0.497)  -0.1354
H (3.185, -1.958, 1.074)  0.0945
H (2.301, -1.792, -0.045)  0.0323
O (-4.282, -0.021, -2.030)  0.0716
H (-4.388, 0.358, -1.316)  -0.1247
H (-3.433, -0.445, -1.997)  0.0276
O (-1.699, -2.167, 1.863)  -0.0783
H (-1.517, -1.319, 2.420)  0.0398
H (-2.047, -1.645, 1.156)  0.0159

The value obtained for the frontier orbital gap is 0.31907 Eh. As for the structure (SMILES): N/C=C/CCCN.O.O.O.O.O.O.O. The total charge is 0.

=====

Pick a: it beats the second-best structure by 0.1379 hartree.